[1]
Formula: C4H11NO2
Source: the OMol25 dataset
Level of theory: the ωB97M-V functional and the def2-TZVPD basis

Results
Structure (SMILES) ... CCC(=O)NC.O
Kohn-Sham gap ... 0.35756 Eh
LUMO energy ... 0.46 eV
HOMO energy ... -9.2679 eV
Spin multiplicity ... 1
ΔE to the lowest compared entry with this formula, charge and spin ... 28.6 kcal per mole

```
18
Properties=species:S:1:pos:R:3:forces:R:3:nbo_charge:R:1
H -2.425459 -1.710745 0.551346 0.135 -0.122 -0.160 0.2010
O 2.487241 -1.550231 -1.020603 -1.071 1.382 -1.333 -0.9410
C -2.206483 -1.253423 -0.418528 2.019 0.277 -0.200 -0.4188
C 1.197714 1.603971 -0.023194 -0.378 0.511 -0.131 -0.6338
C -1.176557 0.571460 0.709092 0.543 0.028 -1.312 0.6754
H -2.997188 -0.497217 -0.551171 0.091 -0.879 -0.722 0.2385
H 2.920252 -2.054968 -0.378112 1.022 -1.205 1.522 0.4713
H 1.738948 0.731445 -0.361908 0.059 -0.257 -0.194 0.2209
H -0.114157 2.195317 1.533910 -0.303 1.145 1.115 0.2238
H 2.262505 -2.155762 -1.726197 -0.023 -0.175 -0.191 0.4743
C 0.167977 1.291193 1.087175 -0.172 -2.914 0.639 -0.4857
H 0.614077 0.507320 1.898049 -0.736 2.163 -1.695 0.2167
H -1.989839 -2.048057 -1.169099 -0.701 0.890 0.294 0.2032
H 1.940872 2.267663 0.427888 0.014 -0.073 -0.096 0.2189
O -2.305370 0.796775 1.159693 1.858 -0.011 -0.039 -0.6410
N -0.959105 -0.397628 -0.262052 -0.761 0.880 1.593 -0.6649
H 0.046174 -0.451412 -0.533873 -1.643 -0.992 -0.091 0.4243
H 0.798398 2.154301 -0.922417 0.047 -0.648 0.999 0.2168
```
Positions in Å, forces in eV/Å.

---

[2]
Formula: C27H28N2NiO3S
Source: the OMol25 dataset
Level of theory: the ωB97M-V functional and the def2-TZVPD basis

Results
Kohn-Sham gap (spin up / spin down) ... 0.28343 / 0.30007 Eh
LUMO energy (spin up / spin down) ... 0.51 / 0.48 eV
HOMO energy (spin up / spin down) ... -7.2008 / -7.6837 eV
Spin multiplicity ... 3
ΔE to the lowest compared entry with this formula, charge and spin ... 5.4 kcal per mole

```
62
Properties=species:S:1:pos:R:3:forces:R:3:lowdin_spin:R:1
O -1.147396 -0.570965 2.250050 -0.086 -0.046 0.098 0.0690
H 4.514244 4.020783 -0.642256 -0.002 -0.001 -0.007 0.0010
C -2.232385 3.818359 -3.982305 -0.002 0.007 -0.002 -0.0025
C -1.734046 1.635110 5.691380 0.067 -0.030 -0.059 0.0033
S 0.627599 -2.645154 -0.045839 -0.280 0.093 -0.088 0.0399
H -0.148511 4.182185 -4.332148 0.000 0.000 0.002 0.0001
C -0.912317 -2.386585 -0.751674 0.357 -0.078 0.088 0.0061
C -0.438210 2.775018 -2.751072 -0.011 -0.020 0.004 -0.0022
C -1.267321 0.139840 3.327256 0.009 -0.097 -0.160 0.0046
H 0.341472 1.946441 5.740716 -0.009 0.025 -0.001 -0.0001
H 2.460756 0.371614 -1.548582 -0.010 -0.010 0.015 0.0007
H -3.049361 -2.746068 -2.976803 -0.003 0.003 0.008 0.0000
H 0.521601 3.388759 0.777824 -0.010 -0.023 -0.006 0.0007
C -0.178936 0.755656 4.020652 0.040 0.049 0.089 0.0039
C 1.343376 1.787025 -0.387316 -0.051 -0.107 0.025 0.0133
Ni 0.398637 -0.521675 1.096436 0.206 -0.107 -0.009 1.6446
H 2.527590 4.809702 0.611434 0.013 -0.001 0.002 -0.0004
C -0.876635 3.641195 -3.740408 0.005 0.012 -0.018 0.0003
H 3.255210 0.859270 4.058237 0.003 -0.003 0.000 0.0001
C -2.799517 1.021334 4.998920 -0.040 0.010 0.033 0.0001
H -1.824155 0.467514 -0.631719 -0.031 -0.066 0.011 0.0035
H -3.929387 -2.708156 -0.769968 0.009 -0.006 -0.004 0.0000
H -0.080405 -1.471599 -3.552970 0.006 -0.008 -0.008 0.0000
H -2.566356 4.497944 -4.755698 0.001 -0.001 -0.001 -0.0002
C 0.156429 0.917538 -0.228584 0.156 0.229 -0.159 0.0983
H -3.438745 1.706643 -1.633655 0.012 -0.006 -0.015 0.0000
C -0.201870 -2.468764 -3.120826 0.003 0.014 -0.003 0.0002
C -0.472947 1.483202 5.201803 0.001 -0.005 0.031 -0.0007
H -3.637005 -0.959771 -0.747038 -0.019 -0.026 -0.017 0.0002
H 2.268467 2.233931 4.578169 -0.009 0.003 -0.026 0.0004
H -6.005300 0.915987 5.469717 -0.007 0.003 -0.006 0.0000
C -2.572443 0.288763 3.860185 0.030 0.009 -0.003 0.0043
H -1.939656 2.203798 6.586372 -0.016 -0.003 0.002 0.0002
H -0.531985 -3.160127 -3.896768 0.014 0.005 -0.002 0.0000
H -5.048034 -0.452551 4.856840 -0.006 0.008 -0.010 0.0000
C 3.632025 3.397724 -0.570688 0.009 0.020 0.006 0.0142
O -4.020264 1.215881 5.543798 -0.024 0.004 0.011 -0.0004
N -1.178676 -2.430587 -2.058691 -0.069 -0.008 -0.034 0.0004
H -2.003882 -1.871943 0.913531 0.082 0.023 0.001 -0.0001
C -5.132931 0.636478 4.886395 0.003 -0.005 0.016 0.0000
H 0.622474 2.649793 -2.590215 0.008 -0.003 0.003 -0.0001
H -3.370223 -0.193379 3.314555 0.010 0.013 0.010 0.0002
H -4.214467 3.239131 -3.395737 0.001 0.000 0.002 0.0001
C 2.474963 1.348419 -1.077463 0.039 -0.005 -0.001 0.0145
H -5.231341 1.023587 3.869499 -0.014 -0.009 0.004 0.0000
C -2.712231 2.245882 -2.234398 -0.042 -0.018 0.030 -0.0014
C -0.980567 1.097906 -0.910222 -0.136 -0.070 0.121 0.0112
N -2.027970 -2.135015 -0.066092 -0.156 -0.031 0.090 0.0006
C -3.152987 3.112645 -3.222015 0.013 0.005 -0.007 0.0005
C 1.199586 0.641820 3.610240 -0.083 0.014 -0.074 0.0021
C -2.552052 -2.016652 -2.337123 0.011 0.048 0.036 -0.0001
H 0.749561 -2.801482 -2.717116 -0.002 -0.002 0.007 0.0004
C -3.180419 -1.932501 -0.933283 0.031 0.088 -0.029 0.0002
C -1.352516 2.060670 -1.969893 0.069 0.045 -0.019 0.0043
H 4.465996 1.790917 -1.725167 0.009 0.014 0.003 -0.0005
C 2.306341 1.145964 4.501802 -0.005 0.033 0.062 0.0022
C 1.388876 3.039270 0.229484 0.005 0.047 -0.013 0.0132
H -2.544069 -1.050367 -2.849197 -0.015 0.014 0.013 -0.0001
H 2.227333 0.740622 5.510109 0.009 -0.017 -0.014 -0.0002
C 2.518858 3.836878 0.135001 -0.003 -0.021 -0.018 -0.0009
C 3.603873 2.148736 -1.175734 -0.017 -0.010 0.000 -0.0014
O 1.573774 0.143179 2.531452 -0.074 0.009 -0.010 0.0528
```
Positions in Å, forces in eV/Å.

---

[3]
Formula: CH6S2Si
Source: the OMol25 dataset
Level of theory: the ωB97M-V functional and the def2-TZVPD basis

Results
Structure (SMILES) ... SC[SiH2]S
Kohn-Sham gap ... 0.35859 Eh
LUMO energy ... 0.63 eV
HOMO energy ... -9.1295 eV
Spin multiplicity ... 1
ΔE to the lowest compared entry with this formula, charge and spin ... 0.0 kcal per mole

```
10
Properties=species:S:1:pos:R:3:forces:R:3:nbo_charge:R:1
H -1.935688 1.547585 -2.006237 0.229 -0.587 1.393 0.1479
H 0.104046 0.112411 2.084006 -0.301 0.775 0.346 -0.1447
C -0.612714 -0.199983 -0.543638 -1.371 2.480 1.248 -0.8972
H -1.061185 -1.136341 -0.262642 -0.398 -0.293 -0.243 0.2358
H 1.430435 1.478350 0.240603 -0.330 0.519 0.443 -0.1343
S 2.180717 -1.137527 0.663925 0.410 -0.193 -0.026 -0.4488
S -1.952245 1.235409 -0.637112 0.611 -0.769 -0.805 -0.1377
H 1.431995 -2.090819 1.226560 -0.026 -0.114 0.065 0.1422
Si 0.641890 0.352461 0.751573 0.370 -1.355 -1.193 0.9947
H -0.227252 -0.161547 -1.517038 0.807 -0.463 -1.229 0.2422
```
Positions in Å, forces in eV/Å.

---

> What is the formula in the third record?

CH6S2Si

---

> Among the records above, which one has the lowest ΔE to the lowest compared entry with this formula, charge and spin?

CH6S2Si

---

> ΔE to the lowest compared entry with this formula, charge and spin of number 2 (C27H28N2NiO3S)?

5.4 kcal per mole